Record 1
The following is a DFT calculation (wB97M-V/def2-TZVPD) of one molecule with the formula C21H31NO6.

```
59
Properties=species:S:1:pos:R:3:forces:R:3:lowdin_charge:R:1
C -4.45831 -0.59219 -2.58653 0.1 0.0 0.4 -0.054
C -4.56430 -1.32435 -1.25854 0.0 -0.5 -0.5 -0.192
O -4.38567 -0.40491 -0.17492 -0.3 0.3 -0.1 0.008
C -3.30659 -0.52499 0.58494 0.1 0.0 0.6 -0.453
O -2.48871 -1.40490 0.48106 0.0 -0.1 -0.2 0.093
C -3.26476 0.54570 1.67347 0.0 0.0 0.0 -0.197
C -1.83275 0.70638 2.20082 0.0 0.0 -0.1 -0.101
C -1.08805 1.77522 1.38092 0.2 -0.2 0.4 -0.124
N -1.61801 1.82783 0.04050 -0.1 0.1 0.0 -0.040
C -1.11349 1.14241 -1.01454 0.2 0.1 -0.1 -0.407
O -1.71856 1.04079 -2.06829 0.0 -0.1 -0.2 0.069
C 0.24677 0.55252 -0.82724 0.3 -0.2 -0.2 -0.141
C 0.37328 -0.82465 -0.79913 -0.1 0.0 0.0 0.050
C 1.62679 -1.41275 -0.66246 0.3 0.2 0.0 -0.165
O 1.84653 -2.75730 -0.64522 0.3 0.4 0.0 -0.052
C 0.76276 -3.65890 -0.77087 -0.3 -0.4 0.1 -0.228
C -0.02649 -3.83654 0.52327 0.2 0.2 -0.3 -0.053
C 2.76246 -0.59464 -0.55415 0.2 0.0 0.1 -0.135
O 4.04275 -1.08211 -0.46892 -0.5 0.2 -0.4 -0.027
C 4.33449 -1.96586 0.60031 0.1 -0.3 0.5 -0.232
C 4.09590 -1.32463 1.96374 0.0 0.0 -0.4 -0.057
C 2.62244 0.80363 -0.60713 0.0 -0.3 0.1 -0.176
O 3.77959 1.50710 -0.49503 0.0 -0.3 0.0 -0.031
C 3.74931 2.90539 -0.68526 0.1 0.4 0.0 -0.259
C 5.18610 3.40308 -0.64999 -0.4 -0.3 0.0 -0.062
C 1.36372 1.37339 -0.74551 0.0 0.1 0.0 0.027
C -2.96580 2.35903 -0.03070 -0.3 0.2 -0.3 -0.118
C -3.79923 1.88789 1.16896 0.0 -0.1 0.0 -0.117
H -3.48663 -0.10975 -2.67183 0.0 0.0 0.0 0.053
H -4.57563 -1.30075 -3.40129 -0.1 -0.1 -0.1 0.078
H -5.23441 0.16562 -2.66154 -0.1 0.1 -0.1 0.079
H -3.80429 -2.10773 -1.18154 -0.2 0.1 0.0 0.117
H -5.55779 -1.76355 -1.12558 0.2 0.0 0.0 0.124
H -3.91237 0.17178 2.47446 0.0 0.0 -0.1 0.158
H -1.32291 -0.25359 2.10664 0.0 0.1 0.1 0.110
H -1.84181 0.99042 3.25304 0.0 0.0 0.0 0.117
H -1.22792 2.76441 1.82934 0.1 0.0 0.0 0.129
H -0.02147 1.55598 1.35152 -0.1 0.1 0.1 0.117
H -0.51910 -1.42096 -0.87736 -0.1 -0.1 0.0 0.102
H 0.10354 -3.35771 -1.59268 0.1 0.0 0.0 0.122
H 1.24339 -4.60415 -1.04244 -0.1 0.1 0.0 0.124
H -0.70492 -4.67880 0.41677 -0.1 -0.1 0.0 0.079
H -0.61070 -2.95165 0.75828 -0.1 0.0 0.1 0.045
H 0.65597 -4.03774 1.34605 0.1 -0.1 0.1 0.080
H 3.75329 -2.88986 0.50928 0.2 0.1 0.0 0.109
H 5.39460 -2.19707 0.46885 -0.1 0.0 0.0 0.124
H 3.03498 -1.12777 2.10753 -0.1 0.0 0.1 0.073
H 4.44069 -1.98921 2.75154 0.0 -0.1 0.1 0.074
H 4.63521 -0.38252 2.02882 0.1 0.1 0.1 0.078
H 3.28771 3.14686 -1.65262 0.0 0.0 0.1 0.128
H 3.16287 3.38627 0.11218 0.0 -0.1 -0.1 0.125
H 5.63774 3.16385 0.30869 0.1 0.0 0.1 0.077
H 5.21091 4.47882 -0.79994 0.0 0.1 0.0 0.075
H 5.76178 2.91720 -1.43245 0.1 0.0 -0.1 0.079
H 1.23661 2.44335 -0.79060 0.0 0.1 0.0 0.119
H -2.92292 3.45456 -0.05875 0.0 -0.1 0.0 0.130
H -3.39705 2.00731 -0.97012 0.0 0.1 0.2 0.117
H -4.84389 1.79553 0.87602 0.0 0.1 0.0 0.117
H -3.73770 2.60924 1.98614 0.0 0.0 0.0 0.118
```
Forces are in eV/Å.

The HOMO energy is -8.0459 eV. Its SMILES is CCOC(=O)C1CCN(C(=O)c2cc(OCC)c(OCC)c(OCC)c2)CC1. As for the total charge: 0. The frontier orbital gap is 8.7595 eV.

***

Record 2
The following is a DFT calculation (wB97M-V/def2-TZVPD) of a 3-piece molecular cluster, C4H16N2O2 overall in a non-equilibrium geometry.

```
24
Properties=species:S:1:pos:R:3:forces:R:3:lowdin_charge:R:1
N -1.52843 -1.61744 -0.69929 -0.7 0.0 0.5 -0.008
C -2.16712 -0.86728 0.41454 0.7 -0.5 -1.5 -0.254
C -1.26293 0.13677 1.13053 0.0 1.0 0.2 -0.212
C 0.24019 -0.10887 1.15718 -0.1 -0.1 1.0 -0.224
C 0.98311 1.17483 1.51399 0.9 0.5 -1.8 -0.310
N 2.39046 1.03009 1.87912 -0.1 -0.2 0.3 -0.015
H -1.37141 -2.58414 -0.49424 0.4 -0.1 0.0 0.054
H -0.78840 -1.16851 -1.21033 0.1 0.0 0.1 0.028
H -2.61963 -1.59398 1.07392 0.1 -0.2 0.3 0.102
H -2.98788 -0.37904 -0.10044 -0.4 0.6 0.5 0.088
H -1.43414 1.13762 0.70251 0.2 -0.2 -0.4 0.101
H -1.55752 0.34951 2.16139 -0.3 -0.5 0.1 0.109
H 0.61865 -0.47199 0.20936 0.0 0.0 -0.3 0.083
H 0.53405 -0.86619 1.88799 -0.3 -0.2 0.1 0.110
H 1.00140 1.70500 0.55637 0.0 0.3 0.0 0.104
H 0.52976 1.90633 2.17184 -0.5 -0.4 0.6 0.110
H 2.47050 0.56516 2.77449 0.1 0.0 0.1 0.058
H 2.85817 0.43102 1.20889 0.0 0.0 0.0 0.060
O -0.52847 1.04372 -2.30084 -0.4 0.5 0.1 -0.052
H -0.49058 1.95872 -2.61506 0.3 -0.3 -0.1 0.051
H -1.43087 1.00640 -1.95703 0.1 -0.3 0.0 0.035
O 1.98498 -0.92637 -3.43624 -0.7 0.0 -0.9 -0.054
H 1.65707 -0.65552 -2.57758 0.5 0.0 0.2 0.006
H 2.89904 -1.20585 -3.45107 0.1 0.1 0.7 0.028
```
Forces are in eV/Å.

The HOMO energy is -8.8862 eV. Its SMILES is NCCCCN.O.O. As for the total charge: 0. The frontier orbital gap is 9.5028 eV.

***

Record 3
The following is a DFT calculation (wB97M-V/def2-TZVPD) of a 2-piece molecular cluster, CH3BrI2Si overall in a non-equilibrium geometry.

```
8
Properties=species:S:1:pos:R:3:forces:R:3:lowdin_charge:R:1
C 0.99742 0.01238 -0.62301 0.1 0.1 0.0 -0.555
Si -2.45372 0.21337 0.93394 -0.1 -0.1 -1.0 -0.327
Br 2.06167 0.58162 0.78457 -0.1 0.0 0.0 0.587
I -3.58566 -1.90115 0.35134 0.2 0.4 0.1 0.258
I -3.57697 2.17399 -0.06147 0.2 -0.3 0.2 0.260
H 1.01863 0.63450 -1.50226 -0.1 0.1 0.0 -0.020
H 0.88753 -1.04989 -0.72590 -0.1 -0.2 0.1 -0.025
H -2.47874 0.34628 2.37806 -0.1 0.1 0.6 -0.179
```
Forces are in eV/Å.

The HOMO energy (alpha / beta) is -8.7847 / -8.1878 eV. As for the total charge: 0. The frontier orbital gap (alpha / beta) is 6.9781 / 7.6655 eV.

***

Record 4
The following is a DFT calculation (wB97M-V/def2-TZVPD) of C26H45CsF3N10O6PS as an isolated structure in a non-equilibrium geometry.

```
93
Properties=species:S:1:pos:R:3:forces:R:3:lowdin_charge:R:1
Cs -0.15553 0.06047 0.64481 0.4 -0.4 -1.0 1.057
C -0.20569 -4.23054 -1.70423 0.0 0.0 0.0 -0.212
C -0.31368 -4.38653 -0.18456 0.0 0.0 0.0 -0.204
N -1.14313 -3.34200 0.38991 0.0 0.0 0.0 -0.075
C -2.55658 -3.37426 0.06338 0.0 0.0 0.0 -0.202
C -3.10428 -2.01648 -0.39099 0.0 0.0 0.0 -0.226
N -2.31360 -1.40032 -1.44531 0.0 0.0 0.0 -0.099
C -2.20403 -2.11948 -2.71364 0.0 0.0 0.0 -0.194
C -0.73042 -2.28793 -3.11152 0.0 0.0 0.0 -0.207
N 0.10803 -2.84637 -2.05576 -0.1 0.0 0.0 -0.060
H 0.56908 -4.91093 -2.07213 0.0 0.0 0.0 0.110
H -1.14223 -4.56015 -2.17153 0.0 0.0 0.0 0.099
H -0.66811 -5.40383 0.03884 0.0 0.0 0.0 0.116
H 0.67841 -4.28127 0.25864 0.0 0.0 0.0 0.103
H -0.95192 -3.21003 1.37200 0.0 0.0 0.0 0.076
H -2.71943 -4.11056 -0.72697 0.0 0.0 0.0 0.103
H -3.17205 -3.71240 0.90659 0.0 0.0 0.0 0.118
H -4.16214 -2.15950 -0.66572 0.0 0.0 0.0 0.116
H -3.08927 -1.33348 0.46582 0.0 0.0 0.0 0.089
H -2.59234 -0.44000 -1.59089 0.0 0.0 0.0 0.100
H -2.68725 -3.09521 -2.62252 0.0 0.0 0.0 0.100
H -2.73358 -1.59641 -3.51701 0.0 0.0 0.0 0.116
H -0.65300 -2.90082 -4.01479 0.0 0.0 0.0 0.120
H -0.33571 -1.29900 -3.34776 0.0 0.0 0.0 0.069
H -0.12347 -2.30246 -1.22604 0.1 0.0 0.0 0.029
F -2.43202 5.39338 1.94632 0.1 0.1 -0.2 0.093
C -1.42241 5.87452 1.16264 0.0 0.0 0.0 -0.581
F -1.93741 6.11131 -0.05371 0.0 0.0 0.3 0.125
F -1.11115 7.08187 1.68650 -0.1 -0.1 -0.1 0.115
C -0.22327 4.96745 1.14825 0.0 -0.1 0.0 -0.128
C 0.97239 5.46626 1.63022 0.0 0.0 0.0 -0.008
C 2.10100 4.66296 1.63347 0.0 0.0 0.0 -0.058
C 1.95855 3.37604 1.15462 0.0 0.0 0.0 -0.154
N 0.82230 2.87646 0.68275 -0.1 0.3 0.0 -0.083
C -0.28853 3.64007 0.65128 0.0 0.1 0.0 -0.700
S -1.74419 2.95634 -0.03145 0.0 0.2 0.0 0.516
H 1.02105 6.47997 2.00293 0.0 0.0 0.0 0.121
H 3.05077 5.02085 2.00361 0.0 0.0 0.0 0.101
H 2.80823 2.69817 1.15049 0.0 0.0 0.0 0.108
C 3.42073 -2.36412 -1.02286 0.0 0.0 0.0 0.006
C 3.15840 -2.39294 0.44179 0.0 0.0 0.0 -0.355
N 2.02993 -2.06341 1.02510 0.1 -0.2 0.1 0.090
C 2.22445 -2.24371 2.37263 0.0 0.0 0.0 -0.135
C 3.49320 -2.68587 2.61178 0.0 0.0 0.0 -0.095
N 4.08443 -2.76394 1.36577 0.0 0.0 0.0 0.165
C 4.17585 -3.08566 3.86384 0.0 0.0 0.0 -0.454
O 5.48538 -2.72093 3.93755 0.0 0.0 0.0 0.116
O 3.66455 -3.71510 4.73635 0.0 0.0 0.0 0.164
C 1.19775 -1.92094 3.40831 0.0 -0.1 0.0 -0.501
O 1.47729 -1.33402 4.42242 0.0 0.0 0.0 0.133
O -0.01846 -2.34652 3.08591 0.2 0.1 -0.1 0.035
H 2.47449 -2.46756 -1.55753 0.0 0.0 0.0 0.058
H 4.09012 -3.17344 -1.31777 0.0 0.0 0.0 0.084
H 3.88480 -1.41922 -1.31350 0.0 0.0 0.0 0.079
H 4.98170 -3.17181 1.16187 0.0 0.0 0.0 0.169
H 5.66876 -2.00965 3.31282 0.0 0.0 0.0 0.110
C 1.89027 0.53501 -3.41302 0.0 0.0 0.0 -0.162
C 2.70157 1.31286 -4.48549 0.0 0.0 0.0 -0.157
N 1.95520 2.49131 -4.92627 0.0 0.0 0.0 -0.165
C 0.67159 2.05880 -5.48001 0.0 0.0 0.0 -0.156
C -0.14593 1.29661 -4.40127 0.0 0.0 0.0 -0.157
N 0.61833 1.21329 -3.15330 0.0 -0.1 0.0 -0.157
C 0.90047 2.57660 -2.68732 0.0 0.0 0.0 -0.165
C 1.69950 3.35270 -3.76811 0.0 0.0 0.0 -0.149
H 2.43572 0.47638 -2.46686 0.0 0.0 0.0 0.105
H 1.68214 -0.48927 -3.73282 0.0 0.0 0.0 0.105
H 2.90283 0.69020 -5.36028 0.0 0.0 0.0 0.112
H 3.66383 1.64840 -4.09195 0.0 0.0 0.0 0.112
H 0.87081 1.42676 -6.34846 0.0 0.0 0.0 0.112
H 0.13735 2.94351 -5.83197 0.0 0.0 0.0 0.113
H -0.38327 0.28403 -4.73578 0.0 0.0 0.0 0.099
H -1.08815 1.80318 -4.18180 0.0 0.0 0.0 0.118
H 1.45746 2.50304 -1.75301 0.0 0.0 0.0 0.093
H -0.04932 3.05862 -2.45188 0.0 0.0 0.0 0.085
H 2.66158 3.69756 -3.38230 0.0 0.0 0.0 0.113
H 1.15189 4.23148 -4.11452 0.0 0.0 0.0 0.114
N -1.81826 -1.55849 4.95992 0.0 0.0 0.0 -0.032
C -3.01516 -0.81610 4.52137 0.0 0.0 0.0 -0.286
P -2.46046 0.78289 3.82626 -0.1 0.1 0.0 0.358
O -2.38502 1.84076 4.87907 0.0 0.0 0.0 -0.344
O -1.31265 0.50350 2.91394 -0.2 0.0 0.7 -0.623
C -3.85019 1.39807 2.74943 0.0 0.0 0.0 -0.197
N -3.49397 2.83731 2.56365 0.0 0.0 0.2 0.066
H -2.07803 -2.33706 5.55409 0.0 0.0 0.0 0.097
H -1.20598 -0.96028 5.50831 0.0 0.0 0.0 0.094
H -0.68053 -2.01330 3.78039 -0.1 0.0 0.0 0.069
H -3.73470 -0.62931 5.32348 0.0 0.0 0.0 0.089
H -3.51337 -1.39386 3.73764 0.0 0.0 0.0 0.087
H -4.81471 1.32487 3.24960 0.0 0.0 0.0 0.099
H -3.89287 0.92681 1.76951 0.0 0.0 0.0 0.084
H -4.29023 3.43619 2.36662 0.0 0.0 0.0 0.148
H -2.82266 2.93870 1.74158 0.1 0.0 0.0 -0.024
H -3.03188 3.14094 3.44053 0.0 0.0 -0.1 0.121
```
Forces are in eV/Å.

The HOMO energy is -7.5594 eV. As for the total charge: 0. The frontier orbital gap is 7.3996 eV.

***

The following energy relative to the best compared isomer or geometry (same formula, charge and spin) values (in eV) correspond, in order, to the records above: 0.871; 0.975; 4.635; 0.200.